Here is a molecular structure, C27H30FN6O3SYb in a non-equilibrium geometry from OMol25. Energies are from wB97M-V/def2-TZVPD.

Output
2S+1 ... 2
Expectation value of S² ... 0.75
Gap between HOMO and LUMO (spin up / spin down) ... 6.71 / 6.70 eV
Total charge ... +2
E_HOMO (spin up / spin down) ... -11.974 / -11.972 eV
Relative energy (zero: lowest compared OMol25 entry of this formula, charge and spin) ... 0.683 eV
Max |F| ... 3.162 eV Å⁻¹

```
69
Properties=species:S:1:pos:R:3:forces:R:3:mulliken_charge:R:1
N 1.1170 -0.6499 5.3590 -0.069 -0.004 0.226 0.152
C -0.0516 4.2045 -6.7704 -0.056 -0.037 0.128 -0.627
H -1.5584 -0.3653 1.6678 -0.117 0.067 0.009 0.620
H -0.1531 0.9819 5.5926 0.023 -0.033 0.211 0.447
C -0.7282 1.8089 -5.5451 0.082 -0.083 0.513 0.332
O 1.2079 0.2274 -3.0380 0.693 0.253 -0.227 -0.527
H -0.9771 0.2704 7.8654 0.085 -0.160 0.152 0.358
C 2.6246 -1.1416 -0.4688 -0.292 0.024 -0.283 -0.223
C 0.9147 -0.6907 3.9883 0.133 -0.020 -0.554 -0.427
C 4.2468 -1.0917 1.3172 0.627 0.249 0.329 -0.862
H -1.3961 1.1891 -7.4831 0.025 -0.061 -0.032 0.415
H 0.9804 -0.9945 8.4578 -0.254 -0.176 0.086 0.381
C 4.7638 0.3015 1.6628 -0.042 -0.224 -0.041 -1.045
N -3.1273 -0.1449 -3.5141 -0.764 0.021 -0.092 -0.112
C 0.4116 0.2786 6.2041 -0.137 -0.020 0.082 -0.765
H -2.9441 -2.0097 -5.9439 0.018 -0.040 -0.006 0.283
H 2.6314 -1.1916 6.6969 0.102 -0.039 -0.026 0.348
H 0.5462 4.8538 -4.8218 0.070 0.101 0.097 0.429
C -5.8245 0.0223 -3.7020 0.221 -0.468 -0.301 -0.084
S -2.9688 2.0095 -2.0517 0.421 0.413 0.295 -0.471
C -0.6146 3.1816 -7.5138 -0.016 -0.111 0.026 -0.480
C 1.8197 -0.8663 1.7314 -0.796 0.020 0.097 0.226
H 4.3230 -1.7522 2.1814 -0.018 -0.097 -0.122 0.393
H -6.8988 0.1217 -3.7415 -0.177 -0.040 -0.064 0.428
H 5.8010 0.2276 1.9772 0.091 0.039 0.054 0.396
H 4.7181 0.9528 0.7934 -0.017 0.070 -0.051 0.337
O -0.0012 -1.5773 -2.8314 -0.017 -0.787 -0.156 -0.589
C -5.1671 -1.0137 -4.3572 0.302 0.122 0.144 -0.925
C -0.5728 -0.4844 2.0905 0.147 0.102 0.322 -0.883
C 0.8903 -2.4326 6.9896 0.648 -0.501 -0.570 -0.875
H -0.9551 0.8162 -5.0905 0.063 0.662 -0.790 0.399
C 1.3933 -0.9503 -1.0109 -0.653 0.031 0.027 -0.211
C 0.2919 -0.5359 -0.1896 0.879 -0.278 0.223 1.513
C -2.9580 -2.1407 -4.8606 0.137 0.064 0.022 -1.158
C -3.8703 0.8484 -2.9201 0.266 -0.293 -0.231 0.453
C 0.1343 4.0469 -5.4082 -0.027 -0.191 0.101 -0.454
C 0.9336 -0.8412 -2.4420 1.875 -0.916 0.641 0.725
H -0.4379 3.4362 -2.8501 0.074 -0.442 -0.251 0.385
H -3.3893 -3.1170 -4.6490 0.083 -0.080 -0.034 0.437
C -0.5338 -0.4421 7.1695 -0.323 0.820 -0.544 -0.692
N -5.1885 0.9318 -2.9961 -0.071 0.436 0.314 -0.546
H 0.1133 -2.9134 6.3942 -0.061 0.093 0.110 0.355
C -0.3740 -0.5283 3.4375 0.062 -0.066 -0.346 0.556
H 2.3235 -2.3457 5.3856 0.017 -0.028 0.093 0.461
H 1.0171 2.7496 -3.1773 -0.397 -0.212 0.038 0.359
H -5.7028 -1.7463 -4.9329 -0.063 -0.148 -0.093 0.464
H 4.1875 0.7487 2.4682 -0.029 0.103 0.057 0.328
C -0.1983 2.8496 -4.7854 -0.100 -0.049 -0.295 0.515
C 0.5213 -0.6280 1.2277 0.020 -0.021 -0.020 0.604
H -1.3354 -0.9379 6.6199 0.150 -0.119 0.123 0.446
F -1.4339 -0.4637 4.2707 0.082 0.028 0.026 -0.325
H 1.4210 -3.1994 7.5551 -0.084 0.134 0.159 0.444
Yb -0.9904 0.3937 -2.8666 -2.132 2.318 0.283 0.139
N 2.8656 -1.0536 0.8555 -0.155 -0.291 -0.355 0.123
C -3.7858 -1.0706 -4.2263 -0.169 -0.168 -0.139 1.048
C 1.9819 -0.8859 3.1227 -0.068 0.054 0.152 -1.215
H -0.3726 -1.9636 8.5747 0.226 0.147 -0.028 0.362
C -0.9536 1.9853 -6.9025 -0.094 -0.200 -0.013 -1.007
H -0.7848 3.3153 -8.5697 -0.021 -0.030 -0.119 0.415
H 0.2369 5.1281 -7.2455 -0.012 0.118 -0.052 0.404
C 1.8507 -1.6540 6.0799 -0.238 -0.142 0.046 -0.667
H -1.9279 -2.1033 -4.4820 -0.260 -0.152 -0.137 0.165
N 0.0102 2.6616 -3.3581 0.101 0.139 0.233 -0.422
N 0.2434 -1.4695 7.9185 -0.138 -0.052 0.431 -0.080
H 4.8667 -1.5136 0.5255 -0.203 -0.107 0.041 0.427
H 1.1485 0.8572 6.7780 -0.057 0.047 0.048 0.306
H 2.9526 -1.0283 3.5618 0.214 0.072 0.044 0.516
O -0.7807 -0.0925 -0.6770 0.038 0.094 -0.064 -0.680
H 3.4703 -1.3683 -1.1004 0.155 0.047 0.049 0.461
```
Positions in Å, forces in eV/Å.